# 1
Computed, not measured: an isolated molecule of C16H26N2O4, with ωB97M-V/def2-TZVPD.

Results
**Highest occupied orbital energy**: -8.287 eV
**DFT total energy**: -1035.7770 Eh
**F_max**: 0.70 eV Å⁻¹
**Total charge**: 0
**ΔE to the lowest compared entry with this formula, charge and spin**: 0.554 eV

```
48
C16H26N2O4 ωB97M-V/def2-TZVPD
C -7.9306 -0.0116 0.4464
C -7.1408 1.2922 0.5496
O -5.7437 1.1271 0.4794
C -5.2488 0.7929 -0.7996
C -3.7256 0.8106 -0.7463
C -3.1970 -0.2988 0.1668
N -1.7605 -0.2602 0.2806
C -0.9536 -1.1886 -0.2869
O -1.3918 -2.1788 -0.8490
C 0.4905 -0.9268 -0.1197
C 1.1727 0.3079 -0.0989
C 0.5876 1.6594 -0.3221
C 2.5249 0.0207 0.1015
C 3.5704 1.0204 0.2085
O 3.3708 2.2143 0.1386
O 4.8146 0.5205 0.4166
C 5.8696 1.4729 0.5241
C 6.3811 1.9013 -0.8441
N 2.6598 -1.3533 0.1826
C 3.8555 -2.1206 0.4066
C 1.4455 -1.9252 0.0429
C 1.2374 -3.3930 0.0941
H -8.9775 0.1816 0.6633
H -7.8581 -0.4377 -0.5511
H -7.5478 -0.7328 1.1641
H -7.4757 1.9928 -0.2316
H -7.3148 1.7506 1.5269
H -5.6102 1.5246 -1.5399
H -5.5942 -0.2046 -1.1049
H -3.4015 1.7809 -0.3648
H -3.3293 0.6779 -1.7541
H -3.6514 -0.1930 1.1556
H -3.4515 -1.2778 -0.2460
H -1.3493 0.5287 0.7498
H 1.3190 2.3008 -0.8060
H 0.3314 2.1341 0.6264
H -0.3034 1.5939 -0.9431
H 6.6500 0.9658 1.0966
H 5.5051 2.3437 1.0785
H 6.7037 1.0346 -1.4166
H 7.2205 2.5800 -0.7228
H 5.5908 2.4115 -1.3890
H 3.9342 -2.4086 1.4585
H 3.8257 -3.0249 -0.2010
H 4.7294 -1.5370 0.1381
H 1.7896 -3.8912 -0.7030
H 1.5678 -3.8037 1.0484
H 0.1807 -3.6002 -0.0464
```

---

# 2
Computed, not measured: a cluster of 2 separate species, C6H14O2 in total, with ωB97M-V/def2-TZVPD.

Results
**Highest occupied orbital energy**: -9.369 eV
**DFT total energy**: -387.3946 Eh
**F_max**: 6.82 eV Å⁻¹
**Total charge**: 0
**ΔE to the lowest compared entry with this formula, charge and spin**: 3.072 eV

```
22
C6H14O2 ωB97M-V/def2-TZVPD
C 1.8665 -0.5547 1.4687
C 0.3638 -0.9246 1.5216
C -0.3614 0.3506 0.9345
C -1.8854 0.2240 1.2307
C -0.2641 0.4925 -0.5635
C 1.0161 0.6687 -1.2425
O 1.7036 1.7401 -1.1683
H 2.1882 -0.4421 0.4040
H 1.7955 0.5049 2.0138
H 2.6706 -1.3008 1.8635
H 0.2908 -1.9217 0.8870
H -0.0802 -1.0776 2.4768
H -0.0191 1.3105 1.5041
H -2.0749 1.2056 1.7422
H -2.3483 0.0631 0.2791
H -2.2597 -0.3812 1.9315
H -0.6721 -0.3913 -1.0786
H -0.9040 1.3765 -0.6933
H 1.6360 -0.0352 -1.7831
O -0.8669 -0.1335 -3.5288
H -1.2021 -0.9952 -3.8269
H -0.5931 0.2215 -4.3723
```

---

# 3
Computed, not measured: a structure of composition C2HNO3P, with ωB97M-V/def2-TZVPD.

Results
**Highest occupied orbital energy**: -2.872 eV
**DFT total energy**: -698.6744 Eh
**F_max**: 1.37 eV Å⁻¹
**Total charge**: -1
**ΔE to the lowest compared entry with this formula, charge and spin**: 0.000 eV

```
8
C2HNO3P ωB97M-V/def2-TZVPD
C -0.9233 -0.6572 -0.1916
C 1.2079 1.1890 0.0460
N -1.9173 0.0492 -0.3730
O 0.6514 1.8138 0.8629
O 1.9644 1.0402 -0.8365
O 1.2347 -2.2514 -0.1574
P 0.5561 -1.0876 0.4848
H -2.7740 -0.0959 0.1649
```

---

# 4
Computed, not measured: a structure of composition C10H18Cl6MgO4, with ωB97M-V/def2-TZVPD.

Results
**Spin multiplicity**: 2
**Highest occupied orbital energy (alpha / beta)**: -12.670 / -12.670 eV
**DFT total energy**: -3653.7935 Eh
**F_max**: 5.55 eV Å⁻¹
**Total charge**: +1

```
39
C10H18Cl6MgO4 ωB97M-V/def2-TZVPD
Mg -1.2503 2.1506 1.7475
C -5.2631 1.6835 0.3234
C -4.5944 2.4434 1.5128
O -5.3181 3.2935 2.1100
O -3.3714 2.3637 1.7447
H -4.7141 0.7420 0.3071
H -5.0887 2.0647 -0.6828
H -6.3249 1.5526 0.5320
C 0.4805 -1.3051 1.0105
C -0.2474 0.0078 1.2920
O -1.4492 0.1328 1.5292
O 0.3539 1.0732 1.2312
H 0.0299 -1.7036 0.1015
H 0.2215 -1.9789 1.8272
H 1.5697 -1.2815 0.9776
Cl 3.3810 3.1484 -2.2143
C 2.9509 2.0812 -0.8184
C 3.3457 2.7566 0.4721
Cl 5.1194 2.9173 0.4411
H 3.5635 1.1797 -0.8113
H 1.8923 1.8254 -0.8649
H 2.9599 2.1536 1.2941
H 2.8825 3.7414 0.5332
Cl 6.3493 -1.9401 0.7135
C 5.5127 -1.7027 -0.8602
C 3.9714 -1.7006 -0.8420
Cl 3.3400 -1.1864 -2.3828
H 5.8881 -2.4960 -1.5067
H 5.8487 -0.7514 -1.2727
H 3.5685 -1.0351 -0.0785
H 3.5716 -2.6590 -0.5107
Cl -4.4688 -3.5521 -2.2555
C -3.4802 -2.1132 -1.6503
C -3.7993 -1.9344 -0.1439
Cl -3.2341 -3.3677 0.7558
H -3.5715 -1.2526 -2.3131
H -2.4286 -2.3993 -1.6653
H -4.8669 -1.8677 0.0655
H -3.3306 -1.0841 0.3514
```

---

# 5
Computed, not measured: the ion C3H7N2O with charge +1, with ωB97M-V/def2-TZVPD.

Results
**Highest occupied orbital energy**: -15.134 eV
**DFT total energy**: -302.9920 Eh
**F_max**: 3.93 eV Å⁻¹
**Total charge**: +1
**ΔE to the lowest compared entry with this formula, charge and spin**: 1.307 eV

```
13
C3H7N2O ωB97M-V/def2-TZVPD
O 1.7778 0.2306 0.5872
C 0.8202 0.1066 -0.4233
C -0.0995 -1.1381 -0.0884
N -1.2788 -0.4116 0.3515
C -1.1266 0.8803 0.3041
N -0.0454 1.2454 -0.2186
H 2.5715 -0.3331 0.4291
H 1.4057 0.1042 -1.4823
H -0.5537 -1.8781 -0.8444
H 0.3092 -1.6518 0.7949
H -2.1970 -0.8466 0.5306
H -1.8309 1.5911 0.5418
H 0.2474 2.1011 -0.4821
```

---

# 6
Computed, not measured: a cluster of 2 separate species, C3H7N2O in total, with ωB97M-V/def2-TZVPD.

Results
**Highest occupied orbital energy**: -12.802 eV
**DFT total energy**: -302.9760 Eh
**F_max**: 3.90 eV Å⁻¹
**Total charge**: +1
**ΔE to the lowest compared entry with this formula, charge and spin**: 1.741 eV

```
13
C3H7N2O ωB97M-V/def2-TZVPD
C -0.3302 1.3119 2.0204
C 0.0793 -0.7610 -1.4168
C -0.6241 2.0101 3.0680
N -0.6636 -1.4153 -2.3084
N 1.3636 -0.8567 -1.3456
O 0.0906 0.7947 1.0233
H -1.5163 2.1828 3.6293
H -0.5329 -0.5112 -0.6093
H 0.2626 2.2653 3.6392
H -1.6578 -1.2620 -2.0998
H -0.3389 -2.1706 -2.9697
H 1.8602 -0.4837 -0.5644
H 2.0074 -1.1042 -2.0661
```

---

Number 1: molecular weight 310.39 u. Number 2: molecular weight 118.18 u. Number 3: molecular weight 118.01 u. Number 4: molecular weight 439.27 u. Number 5: molecular weight 87.10 u. Number 6: molecular weight 87.10 u.